# 1
A molecular structure, C35H29N6O4SV, computed with ωB97M-V/def2-TZVPD.

Last column: Löwdin spin population.
CARTESIAN COORDINATES (ANGSTROEM)
V -0.006 -0.110 0.633  1.260
O 3.311 -6.328 0.798  0.083
N 3.782 -5.468 1.556  0.074
O 4.841 -5.640 2.167  0.096
C 3.153 -4.210 1.658  0.105
C 3.771 -3.260 2.485  0.164
C 3.255 -1.978 2.621  0.055
C 3.818 -0.957 3.441  0.065
C 3.241 0.277 3.491  0.003
C 2.095 0.547 2.719  0.103
N 1.555 -0.384 1.954  -0.012
C 2.092 -1.620 1.903  0.074
C 1.412 -2.596 1.102  -0.017
N 0.268 -2.183 0.516  0.036
C -0.436 -3.028 -0.246  0.070
C -0.014 -4.325 -0.439  0.023
C 1.160 -4.773 0.152  0.074
C 1.926 -3.908 0.959  0.004
H 4.667 -3.550 3.012  0.010
H 4.703 -1.179 4.022  0.002
H 3.652 1.060 4.113  -0.002
H 1.614 1.516 2.726  0.007
H -1.340 -2.633 -0.691  0.004
H -0.603 -4.994 -1.051  0.000
H 1.497 -5.783 0.005  0.006
S -3.125 -1.657 1.671  0.005
C -1.930 -1.172 2.745  0.001
N -1.074 -0.849 3.450  0.001
C 0.675 3.138 -1.058  -0.003
C 1.444 2.258 -1.997  -0.027
C 2.098 2.765 -3.110  0.004
C 2.828 1.934 -3.948  -0.030
C 2.930 0.578 -3.672  0.004
C 2.296 0.028 -2.567  -0.027
C 2.435 -1.428 -2.219  -0.004
C 1.535 0.878 -1.747  -0.014
N 0.860 0.348 -0.675  -0.218
H 1.193 3.213 -0.097  -0.001
H -0.318 2.735 -0.857  -0.001
H 0.570 4.142 -1.468  0.000
H 2.034 3.825 -3.321  0.001
H 3.329 2.346 -4.815  -0.002
H 3.515 -0.064 -4.320  0.001
H 2.880 -1.984 -3.042  0.000
H 1.473 -1.880 -1.970  -0.001
H 3.075 -1.551 -1.342  -0.001
C -0.953 -0.843 -3.217  0.001
O -1.826 -0.491 -2.154  0.004
C -2.163 0.833 -2.055  0.001
C -1.607 1.834 -2.836  0.000
C -1.996 3.155 -2.640  0.000
C -2.939 3.469 -1.680  0.000
C -3.519 2.461 -0.919  0.000
C -3.134 1.141 -1.085  0.001
N -3.735 0.082 -0.382  0.001
C -3.956 -0.011 1.009  0.001
C -3.578 1.180 1.821  0.000
C -4.559 1.809 2.584  0.000
C -4.281 2.947 3.318  0.000
C -2.989 3.465 3.293  0.000
C -2.001 2.847 2.554  0.001
C -2.273 1.692 1.816  0.004
O -1.309 1.108 1.119  0.010
H -1.386 -0.570 -4.182  0.000
H -0.828 -1.922 -3.167  0.001
H 0.020 -0.359 -3.104  0.000
H -0.855 1.603 -3.577  0.000
H -1.547 3.933 -3.243  0.000
H -3.246 4.495 -1.531  0.000
H -4.288 2.699 -0.195  0.000
H -3.850 -0.766 -0.912  0.000
H -4.981 -0.300 1.238  0.000
H -5.561 1.397 2.588  0.000
H -5.056 3.423 3.901  0.000
H -2.753 4.357 3.859  0.000
H -0.991 3.237 2.529  0.000

## Properties
Multiplicity: 3
Highest occupied orbital energy (spin up / spin down): -5.5 / -8.3 eV
Kohn-Sham gap (spin up / spin down): 4.6 / 7.7 eV
Relative energy (zero: lowest compared OMol25 entry of this formula, charge and spin): 15.80 kcal/mol

=====

# 2
A molecular structure, C14H15ClFeN2O6, computed with ωB97M-V/def2-TZVPD.

Last column: Löwdin spin population.
CARTESIAN COORDINATES (ANGSTROEM)
Fe 1.290 0.328 1.324  4.229
O 4.368 1.492 -1.281  0.005
C 3.377 1.385 -0.443  0.008
O 3.300 0.523 0.433  0.057
C 2.299 2.426 -0.547  0.009
C 2.257 3.603 -1.260  0.002
C 1.169 4.449 -1.021  0.003
C 0.207 4.127 -0.073  0.000
C 0.341 2.921 0.601  0.008
N 1.332 2.114 0.307  0.063
C -0.475 2.403 1.776  0.013
O -1.511 2.906 2.091  0.034
O 0.121 1.368 2.396  0.198
H 5.017 0.784 -1.124  0.000
H 3.043 3.872 -1.952  0.001
H 1.098 5.385 -1.559  0.000
H -0.613 4.791 0.163  0.000
C -2.959 -2.083 0.994  0.002
C -2.522 -1.529 -0.370  0.002
C -2.265 -2.666 -1.372  0.000
C -3.551 -0.529 -0.919  0.000
C -1.258 -0.817 -0.172  0.019
N -0.269 -0.261 0.001  0.065
H -3.873 -2.657 0.844  0.000
H -3.173 -1.276 1.694  0.000
H -2.196 -2.730 1.424  0.000
H -3.204 -3.197 -1.529  0.000
H -1.531 -3.372 -0.986  0.000
H -1.924 -2.282 -2.333  0.000
H -4.484 -1.065 -1.091  0.000
H -3.225 -0.100 -1.867  0.000
H -3.741 0.275 -0.209  0.000
Cl 2.621 -2.454 -0.925  0.002
C 2.411 -3.303 0.634  0.005
C 1.265 -2.653 1.383  0.021
O 0.217 -3.199 1.584  0.036
O 1.526 -1.410 1.774  0.220
H 3.342 -3.230 1.190  0.000
H 2.171 -4.338 0.418  0.001

## Properties
Multiplicity: 6
Highest occupied orbital energy (spin up / spin down): -13.2 / -13.3 eV
Kohn-Sham gap (spin up / spin down): 8.8 / 7.8 eV
Relative energy (zero: lowest compared OMol25 entry of this formula, charge and spin): 22.54 kcal/mol
Charge: +1

=====

Look up the multiplicity of the second one. 6